(1)
Below is a structure of composition C25H19BrClCrNO9P, with properties calculated with wB97M-V/def2-TZVPD.

* <S²>: 3.778
* E_HOMO (alpha / beta): -0.338 / -0.340 Eh
* net charge: 0
* energy above the lowest of the compared OMol25 structures with the same formula, charge and spin: 0.1755 eV
* spin multiplicity: 4
* LUMO level (alpha / beta): -0.83 / -1.01 eV

Atoms and positions in Å:
Cr (0.166, 0.047, 0.263)
O (2.105, -0.282, 0.325)
C (2.987, 0.584, 0.315)
C (2.812, 1.965, 0.008)
C (3.925, 2.808, 0.114)
C (3.807, 4.129, -0.194)
C (2.586, 4.660, -0.643)
C (1.492, 3.852, -0.771)
C (1.555, 2.478, -0.428)
O (0.496, 1.751, -0.555)
N (4.975, 5.005, -0.057)
O (6.039, 4.492, 0.240)
O (4.810, 6.197, -0.235)
H (4.004, 0.254, 0.550)
H (4.883, 2.420, 0.437)
H (2.539, 5.712, -0.891)
H (0.547, 4.234, -1.140)
O (-1.784, 0.432, 0.449)
P (-2.712, 1.633, 0.547)
C (-4.384, 0.982, 0.517)
C (-5.481, 1.840, 0.430)
C (-6.762, 1.314, 0.381)
C (-6.946, -0.065, 0.413)
C (-5.855, -0.917, 0.495)
C (-4.568, -0.397, 0.548)
C (-2.574, 2.757, -0.843)
C (-2.222, 2.223, -2.080)
C (-2.162, 3.051, -3.189)
C (-2.462, 4.404, -3.070)
C (-2.820, 4.936, -1.838)
C (-2.872, 4.113, -0.719)
C (-2.512, 2.600, 2.039)
C (-3.367, 2.395, 3.121)
C (-3.148, 3.075, 4.310)
C (-2.077, 3.952, 4.419)
C (-1.218, 4.150, 3.344)
C (-1.433, 3.474, 2.156)
H (-5.332, 2.914, 0.398)
H (-7.616, 1.977, 0.311)
H (-7.949, -0.474, 0.372)
H (-6.004, -1.990, 0.516)
H (-3.703, -1.047, 0.610)
H (-1.973, 1.172, -2.169)
H (-1.873, 2.640, -4.149)
H (-2.408, 5.049, -3.940)
H (-3.058, 5.989, -1.747)
H (-3.131, 4.529, 0.248)
H (-4.191, 1.696, 3.037)
H (-3.808, 2.915, 5.154)
H (-1.904, 4.481, 5.348)
H (-0.376, 4.826, 3.438)
H (-0.754, 3.615, 1.323)
Br (-0.227, -1.243, -1.647)
O (-0.047, -1.359, 1.805)
Cl (-0.052, -0.340, 2.890)
O (-1.376, -0.104, 3.343)
O (0.824, -0.712, 3.938)
O (0.473, 0.866, 2.177)

Atom-resolved charges from natural (NBO), all expressed in e: 1.1847 -0.5485 0.4766 -0.3313 -0.0790 -0.0588 -0.1128 -0.3104 0.5319 -0.6909 0.5368 -0.3820 -0.3807 0.1667 0.2508 0.2512 0.2366 -1.0584 1.9912 -0.4532 -0.1736 -0.2139 -0.1834 -0.2258 -0.1021 -0.4655 -0.1518 -0.2065 -0.1847 -0.2395 -0.1297 -0.4470 -0.1559 -0.2096 -0.1948 -0.1484 -0.1923 0.2200 0.2202 0.2193 0.2231 0.2390 0.2498 0.2253 0.2200 0.2203 0.2176 0.2311 0.2223 0.2196 0.2127 0.2248 -0.3731 -0.7800 2.5298 -0.7692 -0.7527 -0.8159

(2)
Below is a structure of composition C25H19BrF3IrN4O4, with properties calculated with wB97M-V/def2-TZVPD.

* <S²>: 6.015
* E_HOMO (alpha / beta): -0.510 / -0.512 Eh
* net charge: +2
* energy above the lowest of the compared OMol25 structures with the same formula, charge and spin: 0.0000 eV
* spin multiplicity: 5
* LUMO level (alpha / beta): -6.78 / -8.35 eV

Atoms and positions in Å:
Ir (-7.620, -11.627, 11.614)
C (-8.332, -9.048, 9.601)
O (-7.575, -9.614, 10.770)
C (-6.367, -8.984, 11.073)
C (-6.159, -7.672, 10.770)
C (-4.898, -7.166, 11.080)
Br (-4.529, -5.427, 10.539)
C (-3.904, -7.946, 11.626)
C (-4.158, -9.273, 12.016)
C (-5.504, -9.812, 11.835)
O (-5.837, -11.003, 12.215)
C (-3.134, -10.000, 12.662)
N (-3.150, -11.309, 12.942)
C (-1.946, -11.697, 13.516)
C (-1.470, -12.940, 13.904)
C (-0.253, -12.952, 14.552)
C (0.486, -11.774, 14.720)
C (0.062, -10.502, 14.188)
C (-1.159, -10.485, 13.590)
N (-1.941, -9.452, 13.086)
H (-7.697, -8.969, 8.670)
H (-8.747, -8.104, 9.930)
H (-9.161, -9.771, 9.397)
H (-6.945, -7.099, 10.334)
H (-2.868, -7.587, 11.664)
H (-3.977, -11.855, 12.731)
H (-2.091, -13.781, 13.728)
H (0.047, -13.842, 15.002)
H (1.292, -11.884, 15.437)
H (0.718, -9.595, 14.304)
H (-1.729, -8.450, 13.191)
N (-8.178, -12.833, 13.297)
C (-7.151, -13.813, 13.559)
C (-6.938, -14.521, 14.734)
C (-5.944, -15.529, 14.756)
C (-5.080, -15.827, 13.726)
C (-5.181, -15.007, 12.535)
C (-4.455, -15.159, 11.290)
C (-4.861, -14.570, 10.092)
C (-5.935, -13.723, 10.122)
N (-6.490, -13.294, 11.287)
C (-6.225, -13.982, 12.466)
H (-8.494, -12.252, 14.109)
H (-8.980, -13.284, 12.867)
H (-7.544, -14.387, 15.648)
H (-5.795, -15.964, 15.717)
H (-4.322, -16.580, 13.827)
H (-3.588, -15.807, 11.325)
H (-4.353, -14.826, 9.116)
H (-6.388, -13.340, 9.221)
F (-11.544, -10.892, 9.274)
C (-11.410, -12.151, 9.899)
F (-12.654, -12.390, 10.433)
F (-11.138, -13.023, 8.916)
C (-10.322, -12.310, 10.969)
O (-10.354, -13.317, 11.642)
O (-9.535, -11.267, 11.077)

Atom-resolved charges from natural (NBO), all expressed in e: 1.6282 -0.2670 -0.5689 0.2186 -0.2303 -0.0969 0.1664 -0.1794 -0.1847 0.3720 -0.7184 0.4748 -0.4716 0.0955 -0.2034 -0.1831 -0.1595 -0.2367 0.1798 -0.5079 0.2212 0.2136 0.2531 0.2619 0.2347 0.4565 0.2207 0.2362 0.2476 0.2571 0.4590 -0.8749 0.1115 -0.1636 -0.1762 -0.1515 -0.0853 -0.0578 -0.2785 0.1238 -0.5440 0.1412 0.4376 0.4568 0.2576 0.2452 0.2497 0.2442 0.2775 0.2329 -0.3270 0.8890 -0.2924 -0.2940 0.7057 -0.5771 -0.7398

(3)
Below is a structure of composition C25H19Cl3CsN3O5S6, with properties calculated with wB97M-V/def2-TZVPD.

* E_HOMO: -0.057 Eh
* net charge: -2
* energy above the lowest of the compared OMol25 structures with the same formula, charge and spin: 0.3850 eV
* LUMO level: 3.00 eV

Atoms and positions in Å:
Cs (0.386, 3.134, -0.522)
O (-2.611, -0.230, 5.288)
C (-2.445, 0.463, 4.300)
S (-2.735, -0.077, 2.654)
C (-2.262, 1.392, 1.783)
C (-1.899, 2.444, 2.562)
S (-1.317, 4.032, 2.130)
S (-1.936, 2.140, 4.314)
S (-2.275, 1.203, 0.051)
N (-1.711, 4.090, -2.726)
C (-1.072, 5.036, -3.549)
C (-0.797, 6.320, -3.090)
C (-0.091, 7.215, -3.888)
C (0.352, 6.846, -5.146)
C (0.073, 5.566, -5.607)
C (-0.628, 4.668, -4.821)
S (1.307, 7.967, -6.175)
O (2.656, 7.414, -6.147)
O (1.181, 9.264, -5.523)
O (0.669, 7.884, -7.483)
H (-2.300, 4.468, -1.997)
H (-2.189, 3.352, -3.218)
H (-1.143, 6.621, -2.106)
H (0.121, 8.218, -3.541)
H (0.408, 5.283, -6.597)
H (-0.837, 3.668, -5.188)
Cl (-3.404, -5.846, 3.043)
C (-1.815, -5.169, 2.850)
C (-1.645, -3.798, 2.834)
C (-0.370, -3.286, 2.650)
C (0.744, -4.107, 2.488)
C (2.126, -3.575, 2.183)
C (2.584, -2.303, 2.912)
N (2.118, -1.046, 2.376)
C (1.064, -0.278, 2.828)
C (0.927, 0.737, 1.932)
N (1.858, 0.604, 0.922)
C (2.544, -0.470, 1.220)
O (2.383, -3.474, 0.789)
C (1.335, -2.930, -0.008)
C (0.340, -3.979, -0.412)
C (-0.995, -3.741, -0.543)
Cl (-1.768, -2.231, -0.310)
S (-1.870, -5.150, -0.995)
C (-0.429, -6.084, -1.020)
C (0.660, -5.338, -0.701)
C (0.520, -5.485, 2.531)
Cl (1.831, -6.627, 2.337)
C (-0.740, -6.027, 2.705)
H (-2.485, -3.127, 2.934)
H (-0.275, -2.207, 2.590)
H (2.830, -4.335, 2.524)
H (3.674, -2.299, 2.853)
H (2.310, -2.363, 3.966)
H (0.542, -0.491, 3.746)
H (0.170, 1.509, 1.957)
H (3.360, -0.886, 0.650)
H (1.831, -2.509, -0.884)
H (0.820, -2.106, 0.492)
H (-0.465, -7.132, -1.268)
H (1.664, -5.731, -0.639)
H (-0.879, -7.098, 2.715)

Atom-resolved charges from Mulliken, all expressed in e: 1.0320 -0.7098 0.6599 -0.1760 -0.3156 0.0323 -0.5643 -0.2510 -0.4334 -0.4416 0.7525 -0.3882 -0.3754 -0.2088 -0.6184 -0.6687 1.2524 -0.6893 -0.7217 -0.7044 0.2321 0.1613 0.3677 0.4585 0.3383 0.2669 -0.2621 0.5707 -1.2645 0.6436 -0.2645 0.1111 -1.5935 0.2409 -0.5758 0.2798 -0.3781 -0.4142 -0.5109 0.1480 -0.4216 0.9233 -0.0686 -0.2163 -0.3238 -1.2064 0.6440 -0.2434 -0.9172 0.4309 0.1929 0.7466 0.4729 0.4127 0.6492 -0.3437 0.4928 0.5009 -0.0669 0.4386 0.4424 0.4428

no.,E (eV),strongest force on any atom (eV/Å)
1,-166421.16426,0.758
2,-121399.87147,4.187
3,-144072.27931,0.278